Entry 1:
73
Properties=species:S:1:pos:R:3:forces:R:3:mulliken_charge:R:1 method="wB97M-V/def2-TZVPD" orbital_gap_ev="4.7 / 6.6" charge=-1 relative_energy_kj_mol=145.1 s_squared=2.0331 total_energy_ev=-133558.354 spin_multiplicity=3
W 0.1709 -0.3058 -0.2999 0.8233 1.1232 -0.5633 1.9366
C -2.6306 1.1522 2.8299 -0.0392 0.0699 0.0301 -2.0887
C -1.7948 0.3408 1.9111 -0.0604 -0.4351 -0.0832 1.4413
N -0.7139 0.7404 1.3501 -0.2193 0.5273 0.5549 1.2389
N -0.2329 1.9972 1.6581 0.1210 -0.2182 -0.3448 -1.7976
C 0.8116 2.2326 0.9117 -0.1809 -0.0776 0.1511 0.2207
O 1.2965 1.3495 0.0961 0.1036 -0.0793 0.1903 -0.1765
C 1.4824 3.5450 0.9647 -0.0634 0.0115 0.0597 0.5799
C 1.0442 4.5259 1.8519 0.0617 0.0100 -0.0126 -0.5249
C 1.6656 5.7619 1.8710 -0.0002 -0.0185 -0.0205 -0.6945
C 2.7165 6.0250 1.0007 -0.0029 0.0276 0.0204 -0.3959
C 3.1465 5.0513 0.1120 0.0214 0.0023 -0.0216 -0.8882
C 2.5329 3.8089 0.0921 -0.0157 0.0364 -0.0037 -0.1697
C -2.1316 -1.0616 1.6028 0.3342 0.2905 -0.0679 0.4446
C -3.1854 -1.7478 2.1724 0.1325 -0.1008 -0.1012 -0.9274
C -3.3306 -3.0916 1.8641 -0.0974 0.0491 0.0665 -0.7036
C -2.4201 -3.6958 1.0213 0.1158 -0.0772 -0.1030 -0.7628
C -1.3948 -2.9415 0.4738 -0.0547 0.1880 0.1950 -0.3249
N -1.2623 -1.6483 0.7593 -0.5380 -0.1349 0.0127 0.2508
H -2.1509 2.0973 3.0586 0.0328 -0.0258 -0.0311 0.4106
H -2.8232 0.6034 3.7521 0.0167 0.0061 0.0237 0.4401
H -3.5908 1.3470 2.3456 -0.0055 0.0006 0.0012 0.3629
H 0.2191 4.3111 2.5156 -0.0122 -0.0285 -0.0020 0.4632
H 1.3239 6.5241 2.5588 0.0130 0.0110 0.0029 0.3916
H 3.1968 6.9951 1.0125 0.0002 0.0052 -0.0042 0.3777
H 3.9556 5.2599 -0.5753 0.0054 0.0024 0.0061 0.4213
H 2.8527 3.0474 -0.6067 -0.0114 -0.0121 0.0115 0.3043
H -3.8725 -1.2442 2.8344 -0.0033 0.0225 0.0070 0.5028
H -4.1505 -3.6573 2.2862 0.0040 -0.0170 -0.0098 0.4283
H -2.4956 -4.7418 0.7619 -0.0194 -0.0056 0.0155 0.5104
H -0.6566 -3.3383 -0.2048 0.0104 -0.0281 -0.0139 0.2851
O 0.0769 4.4210 -4.2996 -0.0159 -0.0163 -0.0401 -0.5868
C -0.0299 3.4254 -3.6431 0.0361 0.0011 0.0466 0.4917
C 0.8600 2.1667 -3.7459 -0.0839 0.0416 -0.0137 -0.3796
O 1.7382 1.9827 -4.5507 0.0290 -0.0008 0.0077 -0.6320
C 0.3788 1.3301 -2.6514 -0.2172 -0.0908 0.0252 0.7939
C -0.6783 1.8872 -1.9789 -0.1105 -0.2944 0.2126 0.8064
O -1.1581 1.2111 -0.9701 -0.0070 -0.0099 0.1033 -0.9976
C -1.0462 3.1981 -2.5049 -0.0201 0.0161 -0.1384 -0.0744
O -1.9167 3.9613 -2.1658 0.0011 0.0105 0.0366 -0.6433
O 0.8069 0.1803 -2.1960 0.2139 0.2995 -0.0153 0.1192
N 1.0591 -1.1333 1.4980 -0.0972 0.1581 -0.0767 -0.1747
C 1.5469 -1.5857 2.4541 -0.2063 0.0219 -0.2480 0.6625
N 2.0435 -2.1998 3.4547 0.0771 0.1103 0.0674 -0.8917
C 2.3855 -1.5054 4.5314 0.0263 -0.1128 0.0712 0.3697
N 2.7004 -0.9796 5.5126 0.0127 0.0319 0.0615 -0.5867
O -0.4597 -2.0246 -4.1759 -0.1117 0.0053 -0.0099 -0.6770
C -1.7784 -2.2661 -4.2741 0.0675 0.0058 -0.0683 0.5621
C -2.2148 -2.8308 -5.4772 -0.0210 0.0046 0.0241 -0.6913
C -3.5514 -3.0977 -5.6868 0.0480 -0.0165 -0.0439 -0.2913
C -4.4940 -2.8078 -4.7041 -0.0117 0.0150 0.0258 -0.7397
C -4.0654 -2.2494 -3.5174 -0.0227 0.0077 0.0636 -0.8713
C -2.7193 -1.9753 -3.2723 -0.0802 0.0429 -0.0438 0.0262
C -2.3657 -1.3735 -1.9450 -0.2791 -0.0425 0.1025 0.7784
O -3.2221 -1.0415 -1.1411 0.1138 -0.0130 -0.0806 -0.7136
O -1.0770 -1.3045 -1.7462 0.7153 -0.2393 0.2264 0.7069
H -0.2931 -1.6331 -3.2959 0.0388 -0.0093 0.0640 0.1005
H -1.4689 -3.0358 -6.2333 0.0028 -0.0129 -0.0194 0.4623
H -3.8645 -3.5305 -6.6293 -0.0026 -0.0029 -0.0043 0.3706
H -5.5445 -3.0066 -4.8686 -0.0007 -0.0109 -0.0062 0.4032
H -4.7668 -2.0011 -2.7314 0.0034 0.0098 0.0042 0.4756
Se 3.6996 0.1120 -1.4016 -0.1829 0.0321 0.1736 0.1827
N 4.1352 -1.1807 -2.5670 -0.0257 -0.0136 0.0469 -0.9474
C 3.2690 -2.1947 -2.3757 0.3224 0.1753 -0.0063 0.3220
C 3.1818 -3.3697 -3.1357 0.0238 -0.0275 -0.0094 -0.5955
C 2.1557 -4.2602 -2.8650 -0.0366 0.0698 0.0686 -0.7084
C 1.2350 -3.9583 -1.8654 0.2650 0.0024 -0.0932 -0.2734
N 1.3126 -2.8638 -1.1066 -0.3373 -0.4630 -0.0691 0.0161
C 2.3141 -2.0188 -1.3335 -0.3961 -0.3430 0.0610 0.6603
N 2.3419 -0.8666 -0.6305 -0.2512 -0.5029 -0.4935 -0.4960
H 3.8854 -3.5357 -3.9402 0.0093 -0.0003 -0.0081 0.4436
H 2.0251 -5.1638 -3.4439 0.0444 0.0061 -0.0423 0.3696
H 0.3902 -4.6209 -1.7001 -0.0051 0.0298 0.0719 0.2912

=====

Entry 2:
44
Properties=species:S:1:pos:R:3:forces:R:3:mulliken_charge:R:1 method="wB97M-V/def2-TZVPD" orbital_gap_ev=8.9 relative_energy_kj_mol=543.3 total_energy_ev=-28054.861 spin_multiplicity=1
C 2.9675 0.9229 -0.0330 -0.2135 -0.5548 2.0165 -1.1166
C 1.6050 0.8512 -0.6579 -0.4292 1.0184 0.8187 0.5757
N 1.0343 -0.3410 -0.9294 1.2569 -0.8399 1.1598 0.5677
C 1.8941 -1.5592 -0.8037 0.4537 -1.4528 -4.8395 -1.1479
C 1.2426 -3.0646 -1.0968 -0.4812 2.5577 -0.4193 -0.4558
N 0.4528 -3.3146 0.1207 0.2124 -0.7342 0.5778 -0.6253
O 0.9683 1.9201 -0.6995 0.9575 -1.3618 -1.3685 -0.6783
H 3.3258 -0.0588 0.3237 0.1101 0.8890 -0.0639 0.3016
H 3.7390 1.5058 -0.4417 1.0310 0.0797 -2.2488 0.3947
H 2.9267 1.6869 0.7803 -0.9361 -1.1215 0.3370 0.2861
H 0.0782 -0.3864 -1.3077 0.5895 -0.1323 -0.1609 0.1317
H 2.7793 -1.4110 -1.6181 -1.7476 -0.4143 2.1588 0.2648
H 2.2683 -1.8027 0.1751 0.4566 0.7757 0.1504 0.5886
H 0.4929 -3.2054 -2.0085 2.0122 0.6335 1.7762 0.1985
H 2.2423 -3.6100 -1.2795 -1.9472 -0.0306 0.6691 0.2890
H 0.9029 -3.0288 1.0290 -0.8745 -0.4975 -1.6418 0.3006
H -0.5481 -3.0744 0.0403 1.1528 -0.1037 0.1079 0.2780
H -0.3469 3.4822 -0.6772 1.5715 0.7068 -1.3572 0.3440
H -0.5904 2.1528 0.0235 -0.1386 1.9816 -0.4487 0.4575
O -0.9013 3.1034 -0.0450 -2.9040 -1.6427 2.2394 -0.8228
H -4.0749 -0.1584 2.7810 1.7652 1.0604 -1.6940 0.3187
H -2.7002 0.4160 2.9756 0.7148 0.5447 0.4382 0.3126
O -3.3070 0.2793 2.2517 -2.3677 -1.3214 1.8357 -0.6563
H 0.5246 -0.1874 2.9508 1.1923 0.9042 0.1975 0.3982
H -0.7629 -0.6836 2.7146 -3.4335 -1.4551 -3.5950 0.3139
O -0.2474 -0.4770 3.4075 1.6651 0.8765 3.7928 -0.6510
H 1.7249 -1.7988 3.0957 -1.6629 -0.7263 2.1577 0.2984
H 1.3188 -1.1514 1.6684 -1.0637 -0.0793 0.0789 0.1345
O 1.9653 -1.4770 2.2737 3.1430 0.6144 -2.2993 -0.5703
H -1.6742 -1.1783 -2.9388 1.7849 0.1626 -0.0829 0.2820
H -0.6139 -0.3857 -3.5938 0.6750 4.9437 -3.5494 0.2826
O -0.6835 -1.0702 -3.0457 -2.6416 -5.5178 3.8350 -0.5500
H 0.1096 1.6076 -2.7311 0.1530 0.0298 0.2371 0.3903
H -1.1932 1.9087 -3.4198 0.0939 -0.3595 -0.0506 0.3073
O -0.3354 1.4894 -3.5771 0.0382 0.6812 -0.4509 -0.7713
H -2.2689 2.0622 -1.3892 0.0057 0.2856 0.2822 0.4004
H -2.4349 0.6194 -1.0604 0.3186 -2.7730 3.1113 0.2754
O -2.4717 1.1959 -1.7492 -0.4333 3.1779 -3.7784 -0.5941
H 0.0287 3.7873 3.1114 1.0269 2.5615 0.7305 0.2431
H -0.7586 3.1784 1.9808 -2.2503 1.5094 -5.0008 0.3361
O -0.3538 3.0431 2.7521 1.2817 -4.0643 4.2615 -0.5578
H -3.4787 -0.6141 -0.0885 -3.2778 0.4156 0.3060 0.2596
H -2.2679 -0.4374 0.8033 -0.8005 -0.1530 -0.3078 0.3624
O -2.5782 -0.7362 -0.0676 3.9407 -1.0741 0.0813 -0.6964

=====

Entry 3:
113
Properties=species:S:1:pos:R:3:forces:R:3:mulliken_charge:R:1 method="wB97M-V/def2-TZVPD" orbital_gap_ev="7.5 / 6.3" charge=+2 relative_energy_kj_mol=110.0 s_squared=3.7996 total_energy_ev=-89606.761 spin_multiplicity=4
Re 0.3812 -0.1065 0.3958 -0.4018 -0.5549 0.2621 0.5904
C 3.2985 2.1793 -0.4384 0.0148 -0.0184 -0.0192 -1.4914
C 3.3735 1.0795 0.5654 -0.0338 0.0189 0.0562 0.8890
C 4.5072 0.7826 1.3007 0.0140 -0.0094 0.0048 -1.7130
C 4.2063 -0.3430 2.0553 0.0018 0.0205 0.0384 1.1390
C 5.0749 -1.0842 3.0127 -0.0034 -0.0076 -0.0064 -1.3868
N 2.9496 -0.6938 1.7782 -0.0243 -0.0231 -0.0339 0.7653
N 2.3958 0.1795 0.8744 0.1197 0.0986 -0.1617 -0.2448
B 2.2123 -2.0021 2.1554 0.0526 0.0947 0.0310 -1.5956
N 1.8407 -2.7171 0.8431 -0.0090 0.0185 0.0053 1.1533
N 0.9663 -2.1321 -0.0327 0.0958 -0.0177 -0.0093 0.2555
C 0.7540 -3.0189 -1.0273 -0.0187 -0.0188 0.0499 0.6969
C -0.2037 -2.8538 -2.1604 -0.0125 0.0368 0.0147 -1.6691
C 1.5221 -4.1565 -0.7886 -0.0245 -0.0181 0.0061 -1.6695
C 2.1827 -3.9393 0.4075 0.0099 0.0025 0.0096 0.8704
C 3.0992 -4.8475 1.1543 0.0021 -0.0030 -0.0043 -1.4647
N 0.9568 -1.6536 2.9406 -0.0713 -0.1163 -0.0604 0.8539
N -0.0378 -0.9134 2.3606 0.0997 0.0243 0.0910 0.4539
C -1.0716 -0.9340 3.2226 0.0052 -0.0505 -0.0217 0.9323
C -2.4050 -0.3361 2.9680 0.0084 0.0165 -0.0151 -2.1754
C -0.7265 -1.6681 4.3513 -0.0014 0.0208 0.0279 -1.8414
C 0.5611 -2.1165 4.1372 0.0335 0.0247 0.0175 0.9447
C 1.4161 -2.9659 5.0138 -0.0041 -0.0053 -0.0086 -1.4349
H 4.2910 2.3218 -0.8643 0.0035 0.0113 0.0120 0.6299
H 3.0122 3.1273 0.0176 -0.0198 -0.0044 -0.0034 0.2191
H 2.6056 1.9571 -1.2444 0.0080 -0.0059 -0.0096 0.1837
H 5.4414 1.3184 1.2804 -0.0005 -0.0031 -0.0003 0.6780
H 6.0178 -0.5564 3.1325 0.0004 -0.0004 -0.0010 0.4771
H 5.2862 -2.0938 2.6598 0.0012 0.0016 0.0014 0.2189
H 4.5983 -1.1673 3.9888 0.0030 0.0017 0.0001 0.2679
H 2.9328 -2.6879 2.8057 0.0133 0.0005 -0.0183 -0.0669
H -0.5499 -1.8339 -2.2935 -0.0159 0.0199 0.0123 -0.0087
H -1.0863 -3.4678 -1.9719 0.0280 -0.0456 -0.0244 0.5364
H 0.2509 -3.2133 -3.0844 0.0049 0.0233 -0.0049 0.3849
H 1.5543 -5.0485 -1.3917 -0.0007 0.0027 0.0007 0.6405
H 3.2698 -5.7516 0.5746 -0.0009 0.0008 -0.0005 0.4564
H 2.6685 -5.1351 2.1135 0.0026 0.0004 -0.0005 0.2623
H 4.0625 -4.3770 1.3535 -0.0012 -0.0006 -0.0008 0.2457
H -2.4198 0.2486 2.0529 0.0032 0.0226 0.0312 0.0097
H -2.7044 0.2898 3.8046 -0.0030 -0.0153 0.0030 0.5657
H -3.1456 -1.1294 2.8740 0.0032 -0.0037 -0.0067 0.3765
H -1.3456 -1.8605 5.2110 0.0003 0.0061 -0.0019 0.6229
H 0.9254 -3.1052 5.9739 -0.0031 -0.0024 -0.0016 0.4396
H 2.3893 -2.5086 5.1883 -0.0009 0.0015 0.0041 0.2479
H 1.5807 -3.9487 4.5709 0.0041 0.0024 0.0008 0.2416
C -2.7024 0.8747 -3.7461 0.0166 -0.0048 0.0065 -1.1368
C -3.6431 0.5070 -2.6392 0.0002 -0.0114 -0.0169 0.7504
C -4.9670 1.0099 -2.6617 0.0013 -0.0084 -0.0078 -0.8970
C -5.8675 0.5559 -1.7485 -0.0085 -0.0134 0.0001 -0.9813
C -5.4592 -0.4112 -0.8031 0.0010 0.0212 0.0110 1.2714
C -6.3762 -1.0044 0.0974 0.0054 -0.0073 -0.0206 -0.7671
C -5.9783 -2.0002 0.9585 -0.0060 0.0036 0.0180 -0.9183
C -4.6468 -2.4014 0.9732 0.0248 -0.0461 -0.0184 -0.5962
C -3.6786 -1.7985 0.1534 0.0014 0.0723 -0.0528 1.0960
S -2.0602 -2.2301 0.3873 0.2012 0.5741 -0.1072 0.2050
C -4.1045 -0.8034 -0.8105 -0.0062 -0.0021 -0.0167 -1.0626
N -3.2172 -0.3333 -1.7152 -0.0093 -0.0459 -0.0200 0.1664
H -2.8377 0.1675 -4.5687 -0.0184 0.0132 -0.0063 0.4058
H -1.6676 0.8056 -3.4229 0.0069 -0.0160 0.0016 0.0682
H -2.9078 1.8710 -4.1363 0.0081 0.0080 0.0148 0.4626
H -5.2524 1.7236 -3.4228 0.0019 0.0021 0.0027 0.5056
H -6.8952 0.8982 -1.7539 0.0010 0.0014 0.0017 0.4719
H -7.4099 -0.6812 0.0721 0.0012 -0.0012 0.0060 0.4439
H -6.6915 -2.4719 1.6200 0.0009 0.0031 -0.0004 0.4403
H -4.3206 -3.1795 1.6519 -0.0079 -0.0102 -0.0097 0.5666
C -3.1758 2.4409 0.6311 -0.0466 -0.0532 0.0500 -1.5741
C -2.0064 2.9336 1.4901 0.0287 0.0585 -0.0201 0.7754
C -2.3286 2.7931 2.9932 -0.0051 0.0473 0.0004 -1.9469
P -0.3156 2.3344 0.9743 0.0068 -0.0630 -0.0052 1.4578
C 0.8530 2.9915 2.2734 -0.0273 -0.0047 0.0371 0.7910
C 0.4695 4.3267 2.9268 0.0040 -0.0026 0.0096 -1.9016
C 1.2127 1.9987 3.3845 0.0115 0.0040 -0.0151 -1.6202
C 0.0370 3.3980 -0.5130 0.0230 0.0179 0.0261 1.7766
C -0.9969 3.2125 -1.6311 -0.0311 0.0215 0.0187 -1.6243
C 0.2610 4.8904 -0.2676 0.0309 0.0020 -0.0187 -1.9549
H -4.0904 2.9040 1.0064 -0.0019 -0.0142 0.0080 0.5555
H -3.3106 1.3600 0.6888 0.0222 0.0040 0.0000 0.2288
H -3.0866 2.7057 -0.4158 -0.0036 -0.0057 -0.0068 0.1938
H -1.8960 4.0040 1.2934 -0.0118 -0.0096 -0.0552 0.8904
H -3.3075 2.3350 3.1215 0.0091 -0.0154 0.0002 0.5195
H -2.3706 3.7718 3.4669 -0.0043 0.0019 -0.0018 0.2915
H -1.6102 2.1922 3.5454 0.0098 0.0154 0.0048 0.2884
H 1.7592 3.1549 1.6812 0.0002 -0.0040 -0.0105 0.2270
H -0.2452 4.1682 3.7310 0.0066 0.0014 0.0068 0.4025
H 0.0550 5.0611 2.2437 -0.0100 -0.0073 0.0059 0.4221
H 1.3618 4.7640 3.3779 0.0025 0.0041 -0.0096 0.4175
H 0.3859 1.8583 4.0815 -0.0127 -0.0162 -0.0104 0.2386
H 2.0466 2.4071 3.9590 -0.0093 0.0070 0.0093 0.5594
H 1.5059 1.0208 3.0148 0.0147 0.0048 0.0004 0.3867
H 0.9800 2.9956 -0.8714 -0.0275 -0.0418 -0.0274 -0.7881
H -1.7916 3.9545 -1.5407 -0.0161 -0.0160 0.0168 0.4215
H -1.4564 2.2244 -1.6386 0.0347 -0.0133 -0.0225 -0.2977
H -0.5171 3.3606 -2.5992 -0.0046 0.0284 0.0024 0.4282
H -0.6069 5.3765 0.1801 -0.0034 0.0014 -0.0119 0.3311
H 0.4277 5.3716 -1.2333 0.0108 -0.0001 0.0023 0.4991
H 1.1332 5.0944 0.3522 -0.0094 -0.0012 0.0083 0.4315
C 4.9179 -2.2245 -1.6640 -0.0020 -0.0043 -0.0047 -1.0430
C 3.8473 -1.6985 -2.5579 0.0000 0.0100 0.0109 1.1983
C 3.7851 -1.8674 -3.9138 -0.0009 -0.0104 -0.0110 -1.2420
C 2.7260 -1.2692 -4.6158 -0.0007 -0.0099 0.0094 0.6340
N 1.7736 -0.5733 -3.9924 0.0007 0.0156 -0.0083 -0.5408
C 1.8354 -0.4339 -2.6803 0.0555 0.0628 0.0200 0.0758
S 0.5947 0.4877 -1.8886 -0.1393 -0.0759 -0.0787 0.0062
N 2.8679 -0.9650 -1.9826 -0.0073 -0.0279 0.0117 0.7797
C 2.5980 -1.4136 -6.0924 -0.0007 -0.0015 -0.0007 -1.3344
H 5.3865 -3.1020 -2.1024 0.0051 0.0040 -0.0043 0.4696
H 4.5085 -2.4879 -0.6873 -0.0023 -0.0062 0.0019 0.0018
H 5.6869 -1.4620 -1.5214 -0.0042 0.0019 0.0071 0.2930
H 4.5409 -2.4417 -4.4289 0.0005 0.0013 0.0004 0.5073
H 2.8626 -0.8407 -0.9737 0.0050 0.0082 0.0038 -0.6866
H 3.5576 -1.6124 -6.5641 -0.0011 -0.0016 0.0000 0.4053
H 2.1426 -0.5215 -6.5156 0.0035 0.0007 -0.0009 0.3712
H 1.9336 -2.2550 -6.3067 -0.0012 0.0024 0.0001 0.2968